1.
75
Properties=species:S:1:pos:R:3 method="wB97M-V/def2-TZVPD" homo_lumo_gap_ev="5.61 / 4.70" e_homo_ev="-15.53 / -15.52" s2=0.754 largest_force_ev_per_a=0.7 e_tot_ev=-149030.8201 multiplicity=2 total_charge=+3
Ir -0.639 -0.489 1.764
C -0.589 -3.691 2.871
C 0.509 -2.899 3.543
S 0.157 -1.130 3.743
C -1.276 -1.057 4.874
C -2.635 -1.358 4.270
S -2.835 -0.468 2.689
C -3.657 -1.686 1.629
C -2.926 -3.006 1.417
S -1.102 -2.867 1.318
H -1.457 -3.821 3.510
H -0.215 -4.683 2.619
H 1.424 -2.902 2.945
H 0.759 -3.305 4.525
H -1.236 -0.034 5.253
H -1.051 -1.718 5.713
H -3.412 -1.001 4.946
H -2.803 -2.418 4.106
H -3.772 -1.149 0.686
H -4.657 -1.863 2.028
H -3.259 -3.447 0.478
H -3.146 -3.732 2.198
C 5.433 -1.827 1.070
C 4.943 -1.768 -0.228
C 3.634 -1.372 -0.459
C 2.816 -1.037 0.620
C 3.309 -1.104 1.924
C 4.618 -1.497 2.146
P 1.216 -0.271 0.369
C 0.572 -0.688 -1.284
C 0.479 -2.012 -1.715
C -0.130 -2.320 -2.924
C -0.734 -1.323 -3.678
C -0.660 -0.004 -3.248
C 0.015 0.325 -2.064
C 1.495 1.498 0.361
C 2.507 2.126 -0.323
C 2.669 3.518 -0.207
C 1.833 4.236 0.605
C 0.795 3.606 1.333
C -0.052 4.332 2.202
C -1.002 3.684 2.943
C -1.170 2.295 2.821
C -0.403 1.515 1.964
C 0.618 2.207 1.213
H 6.455 -2.136 1.245
H 5.583 -2.026 -1.061
H 3.258 -1.332 -1.474
H 2.682 -0.825 2.764
H 5.009 -1.538 3.154
H 0.899 -2.811 -1.116
H -0.151 -3.344 -3.273
H -1.226 -1.579 -4.609
H -0.066 1.305 -5.410
H 0.117 1.360 -1.758
H 3.189 1.557 -0.945
H 3.468 4.013 -0.743
H 1.978 5.303 0.725
H 0.064 5.406 2.279
H -1.628 4.239 3.629
H -1.947 1.847 3.427
C 0.652 1.800 -6.070
As -2.074 1.236 -3.728
C -3.284 0.529 -5.028
C -1.812 3.113 -4.011
S -2.947 1.028 -1.720
H 0.151 2.183 -6.957
H 1.404 1.074 -6.369
H 1.129 2.619 -5.535
H -2.768 0.411 -5.981
H -4.094 1.248 -5.141
H -3.670 -0.427 -4.680
H -1.431 3.281 -5.015
H -1.124 3.514 -3.270
H -2.800 3.558 -3.894

***

2.
57
Properties=species:S:1:pos:R:3 method="wB97M-V/def2-TZVPD" homo_lumo_gap_ev="1.97 / 7.98" e_homo_ev="-1.77 / -7.82" s2=0.751 largest_force_ev_per_a=3.2 e_tot_ev=-82873.5680 multiplicity=2 total_charge=0
Ag -0.195 0.608 0.853
C 2.238 -2.302 1.259
C 1.894 -1.090 1.940
N 1.547 -0.158 2.554
H 3.088 -2.663 1.838
H 2.671 -2.108 0.278
H 1.367 -2.955 1.317
C 2.770 3.389 0.356
S 1.092 3.929 0.946
O 0.197 2.787 0.440
C 1.468 3.559 2.706
H 3.504 3.863 1.006
H 2.854 3.694 -0.687
H 2.857 2.308 0.460
H 1.934 2.575 2.769
H 0.543 3.456 3.273
H 2.189 4.174 3.244
C -0.433 -3.849 -1.009
S -1.440 -2.679 0.139
O -0.459 -1.527 0.157
C -2.697 -2.339 -1.159
H -0.290 -3.408 -1.996
H -0.940 -4.810 -1.097
H 0.524 -4.198 -0.622
H -2.300 -2.090 -2.143
H -3.289 -1.594 -0.627
H -3.307 -3.225 -1.335
C 2.635 1.371 -2.799
S 3.052 -0.055 -1.696
O 2.107 0.297 -0.548
C 2.262 -1.388 -2.760
H 1.549 1.454 -2.844
H 3.100 1.455 -3.782
H 3.029 2.219 -2.239
H 1.173 -1.328 -2.765
H 2.435 -2.337 -2.254
H 2.666 -1.405 -3.772
C -0.775 -1.676 4.092
S -1.943 -0.267 3.940
O -1.453 0.410 2.685
C -3.494 -1.218 3.509
H -1.192 -2.502 4.668
H 0.246 -1.442 4.393
H -0.574 -2.102 3.108
H -4.235 -0.463 3.247
H -3.817 -1.837 4.347
H -3.426 -1.863 2.633
C -2.535 3.133 -2.006
S -1.347 1.749 -1.921
O -1.823 0.789 -0.836
C -1.632 1.000 -3.540
H -2.161 3.804 -2.779
H -2.533 3.719 -1.087
H -3.518 2.731 -2.254
H -0.939 0.187 -3.754
H -1.648 1.725 -4.355
H -2.596 0.493 -3.493

***

3.
64
Properties=species:S:1:pos:R:3 method="wB97M-V/def2-TZVPD" homo_lumo_gap_ev=7.50 e_homo_ev=-7.13 largest_force_ev_per_a=1.2 e_tot_ev=-49553.3549 total_charge=0
Mg -0.015 1.667 0.851
N -2.129 1.807 1.116
C -2.703 1.428 2.374
C -3.969 1.929 2.669
C -4.604 1.661 3.863
C -3.949 0.883 4.801
C -2.706 0.365 4.508
C -2.057 0.580 3.284
C -0.778 -0.143 3.092
C -0.692 -1.415 3.670
C 0.501 -2.109 3.703
C 1.634 -1.525 3.163
C 1.528 -0.302 2.523
C 0.336 0.422 2.449
H -1.816 2.791 1.183
H -2.873 1.830 0.417
H -4.461 2.550 1.930
H -5.582 2.071 4.066
H -4.409 0.674 5.755
H -2.204 -0.221 5.262
H -1.580 -1.880 4.080
H 0.550 -3.084 4.168
H 2.586 -2.038 3.219
H 2.436 0.128 2.095
C 4.321 1.436 -1.860
Sb 2.422 0.859 -0.953
C 1.356 1.340 -2.767
C 2.647 -1.322 -1.265
C 2.119 -1.760 -2.570
C 2.903 -1.552 -3.703
C 2.465 -1.891 -4.967
C 1.212 -2.459 -5.122
C 0.426 -2.682 -4.008
C 0.854 -2.349 -2.726
C -0.032 -2.648 -1.580
Sb -1.006 -0.857 -0.767
C -2.352 -0.702 -2.472
C -2.403 -2.044 0.378
H 5.147 0.935 -1.361
H 4.445 2.509 -1.736
H 4.330 1.193 -2.919
H 1.820 0.857 -3.623
H 1.380 2.418 -2.898
H 0.321 1.019 -2.691
H 2.161 -1.797 -0.416
H 3.721 -1.491 -1.200
H 3.887 -1.124 -3.575
H 3.101 -1.726 -5.824
H 0.858 -2.742 -6.102
H -0.542 -3.149 -4.128
H 0.507 -3.097 -0.747
H -0.838 -3.319 -1.878
H -2.851 -1.655 -2.624
H -1.783 -0.454 -3.363
H -3.098 0.070 -2.303
H -2.835 -2.813 -0.259
H -3.193 -1.415 0.776
H -1.878 -2.508 1.207
C 1.664 4.589 1.010
C 0.464 3.673 0.867
O -0.663 4.195 0.836
H 1.384 5.581 1.374
H 2.136 4.690 0.031
H 2.382 4.124 1.686

***

4.
39
Properties=species:S:1:pos:R:3 method="wB97M-V/def2-TZVPD" homo_lumo_gap_ev=9.36 e_homo_ev=-8.65 smiles="Cc1ccccc1C(=O)NCCSCc1ccccc1" largest_force_ev_per_a=0.6 e_tot_ev=-32311.0472 total_charge=0
C 4.720 2.042 0.253
C 4.476 0.566 0.283
C 5.536 -0.328 0.374
C 5.323 -1.695 0.393
C 4.035 -2.196 0.321
C 2.968 -1.323 0.218
C 3.180 0.052 0.193
C 1.986 0.949 0.122
O 1.756 1.849 0.904
N 1.166 0.657 -0.920
C -0.143 1.245 -1.061
C -1.211 0.176 -1.237
S -1.079 -1.068 0.099
C -2.723 -1.861 -0.084
C -3.828 -0.896 0.192
C -4.668 -0.467 -0.829
C -5.672 0.450 -0.570
C -5.841 0.953 0.708
C -5.002 0.536 1.728
C -4.000 -0.381 1.472
H 5.749 2.270 0.520
H 4.048 2.546 0.942
H 4.525 2.436 -0.745
H 6.544 0.057 0.436
H 6.164 -2.369 0.470
H 3.862 -3.262 0.346
H 1.957 -1.705 0.185
H 1.397 -0.118 -1.521
H -0.171 1.925 -1.922
H -0.319 1.823 -0.149
H -1.089 -0.345 -2.189
H -2.207 0.618 -1.184
H -2.707 -2.671 0.645
H -2.783 -2.276 -1.090
H -4.540 -0.859 -1.829
H -6.321 0.774 -1.371
H -6.623 1.670 0.908
H -5.128 0.928 2.727
H -3.336 -0.700 2.262

***

5.
46
Properties=species:S:1:pos:R:3 method="wB97M-V/def2-TZVPD" homo_lumo_gap_ev=9.77 e_homo_ev=-9.40 smiles="O=C(NCc1cccnc1)[C@@H]1CCCN(S(=O)(=O)c2ccccc2)C1" largest_force_ev_per_a=1.1 e_tot_ev=-40455.3063 total_charge=0
O 1.556 -2.681 0.709
C 1.071 -1.572 0.748
N 1.769 -0.474 1.119
C 3.200 -0.503 1.342
C 3.938 0.221 0.249
C 3.700 -0.081 -1.088
C 4.381 0.619 -2.068
C 5.280 1.599 -1.672
N 5.517 1.892 -0.405
C 4.861 1.223 0.525
C -0.370 -1.276 0.352
C -1.296 -2.447 0.683
C -2.705 -2.154 0.172
C -2.673 -1.869 -1.332
N -1.719 -0.843 -1.675
S -2.242 0.720 -1.861
O -3.498 0.663 -2.544
O -1.151 1.449 -2.439
C -2.528 1.389 -0.216
C -3.761 1.224 0.382
C -3.962 1.711 1.664
C -2.931 2.356 2.328
C -1.701 2.533 1.711
C -1.499 2.047 0.429
C -0.389 -1.047 -1.172
H 1.335 0.434 1.058
H 3.481 -1.562 1.354
H 3.432 -0.062 2.316
H 2.994 -0.857 -1.348
H 4.219 0.410 -3.114
H 5.837 2.177 -2.397
H 5.090 1.500 1.548
H -0.722 -0.374 0.863
H -1.312 -2.612 1.762
H -0.900 -3.349 0.213
H -3.358 -3.007 0.360
H -3.110 -1.291 0.704
H -3.641 -1.529 -1.700
H -2.393 -2.781 -1.871
H -4.548 0.736 -0.171
H -4.922 1.590 2.143
H -3.088 2.733 3.327
H -0.907 3.052 2.226
H -0.566 2.190 -0.095
H 0.192 -0.167 -1.457
H 0.038 -1.928 -1.664

***

6.
75
Properties=species:S:1:pos:R:3 method="wB97M-V/def2-TZVPD" homo_lumo_gap_ev="5.49 / 5.44" e_homo_ev="-1.66 / -1.61" s2=0.757 largest_force_ev_per_a=1.8 e_tot_ev=-232055.3259 multiplicity=2 total_charge=-2
Ru 0.488 -2.116 1.086
O 4.211 -1.922 3.325
C 3.123 -1.566 2.863
O 2.522 -2.165 1.908
C 2.475 -0.325 3.423
C 2.977 0.179 4.593
C 2.455 1.347 5.148
C 1.443 2.037 4.525
C 0.943 1.552 3.337
C 1.408 0.336 2.716
O 0.913 -0.102 1.642
N -0.124 2.355 2.736
O -0.637 3.245 3.406
O -0.470 2.100 1.602
N 2.998 1.875 6.396
O 2.541 2.920 6.838
O 3.893 1.253 6.944
H 3.794 -0.346 5.066
H 1.041 2.942 4.949
O -4.858 -4.963 4.257
C -3.879 -4.500 3.714
S -2.758 -3.371 4.489
C -1.672 -3.221 3.131
C -1.970 -3.896 2.031
S -0.946 -3.804 0.594
S -3.414 -4.873 2.044
S -0.197 -2.268 3.232
C 3.847 -4.783 1.109
Se 1.988 -4.642 0.559
C 2.331 -3.993 -1.251
C 3.283 -2.810 -1.360
Se 2.592 -1.098 -0.725
C 2.050 -0.423 -2.461
H 4.456 -5.094 0.259
H 3.883 -5.557 1.873
H 4.186 -3.838 1.527
H 1.346 -3.729 -1.633
H 2.722 -4.830 -1.833
H 3.539 -2.662 -2.412
H 4.208 -2.983 -0.814
H 2.914 -0.342 -3.120
H 1.627 0.569 -2.293
H 1.280 -1.064 -2.888
C -0.719 4.954 -4.654
C -1.174 4.575 -3.267
C -1.565 5.570 -2.381
C -1.940 5.245 -1.084
C -1.974 3.923 -0.684
C -1.609 2.908 -1.571
N -1.693 1.562 -1.151
C -2.520 0.642 -1.788
C -3.570 1.069 -2.609
C -4.400 0.152 -3.239
C -4.204 -1.209 -3.075
C -3.148 -1.638 -2.280
C -2.309 -0.739 -1.643
C -1.152 -1.300 -0.881
O -1.112 -1.076 0.405
O -0.295 -1.982 -1.453
C -1.164 3.232 -2.861
C -0.627 2.183 -3.798
H -0.908 6.012 -4.841
H -1.232 4.374 -5.426
H 0.351 4.776 -4.789
H -1.562 6.605 -2.706
H -2.228 6.021 -0.386
H -2.280 3.653 0.316
H -1.319 1.307 -0.244
H -3.743 2.131 -2.733
H -5.211 0.514 -3.861
H -4.857 -1.927 -3.555
H -2.945 -2.695 -2.147
H -1.313 1.989 -4.629
H -0.455 1.238 -3.289
H 0.324 2.508 -4.229

***

7.
10
Properties=species:S:1:pos:R:3 method="wB97M-V/def2-TZVPD" homo_lumo_gap_ev=9.66 e_homo_ev=-10.08 largest_force_ev_per_a=4.9 e_tot_ev=-25621.0876 total_charge=0
C 1.024 -0.975 -1.179
N 0.708 -0.617 -0.078
O 1.035 2.276 0.012
O -1.398 2.173 -0.219
S -0.213 1.946 0.602
I -2.682 -0.398 1.826
H 1.069 -2.000 -1.596
H -1.203 -0.944 1.920
H 1.209 -0.158 -1.847
H 0.450 -1.304 0.559

***

8.
19
Properties=species:S:1:pos:R:3 method="wB97M-V/def2-TZVPD" homo_lumo_gap_ev="8.99 / 9.00" e_homo_ev="-8.16 / -8.16" smiles="COC1=NCC1(C)C" largest_force_ev_per_a=9.7 e_tot_ev=-9933.3978 total_charge=0
C -3.019 -0.052 -0.021
O -1.785 0.588 0.307
C -0.712 -0.099 0.068
N -0.565 -1.710 -0.260
C 0.894 -1.495 -0.146
C 0.710 0.096 -0.021
C 1.244 0.687 1.284
C 1.335 0.839 -1.184
H -3.020 -0.977 0.507
H -3.108 -0.416 -1.066
H -3.720 0.681 0.096
H 1.650 -1.780 -0.851
H 1.187 -1.900 0.818
H 2.427 0.511 1.321
H 0.763 0.220 2.268
H 1.144 1.848 1.319
H 2.355 0.550 -1.177
H 1.265 1.966 -1.069
H 0.957 0.443 -2.193

***

9.
16
Properties=species:S:1:pos:R:3 method="wB97M-V/def2-TZVPD" homo_lumo_gap_ev=7.19 e_homo_ev=-7.11 largest_force_ev_per_a=2.4 e_tot_ev=-8297.2436 total_charge=0
C -2.044 0.326 0.700
C -0.948 1.285 -1.198
N -0.914 0.550 -0.185
H -2.901 1.020 0.664
H -2.416 -0.652 0.316
H -1.721 0.164 1.737
H -1.791 1.839 -1.614
H -0.084 1.350 -1.825
H -0.044 -0.074 0.064
N 0.919 -1.407 0.193
C 2.238 -0.288 0.061
O 1.748 0.735 -0.545
H 1.204 -1.617 1.155
H 1.146 -2.157 -0.455
H 3.134 -0.887 -0.252
H 2.474 -0.185 1.183